[1]
94
Properties=species:S:1:pos:R:3 method="wB97M-V/def2-TZVPD" gap_ev=6.27 smiles="CN(C)c1ccc(P(c2ccc(N(C)C)cc2)c2ccc(N(C)C)cc2)cc1.CN(C)c1ccc(C=C2C(=O)c3ccccc3C2=O)cc1" e_above_lowest_ev=0.000
P 0.60211 0.58484 -0.10796
O -0.24656 3.35640 2.37913
O -2.20354 -0.24288 4.84627
N -3.74921 3.29466 -3.25489
N 0.49365 -4.68184 -3.04715
N 5.22041 2.90453 -3.25906
N 0.56769 -5.00035 4.64793
C 6.46215 3.38004 -2.69029
C 3.20123 1.64900 -0.43156
C 0.74552 -6.09237 3.70588
C -0.94006 1.19287 3.28683
C 0.00477 0.36537 2.73680
C -1.98900 0.82884 4.28988
C 2.86165 2.39769 -3.10786
C -3.90113 4.61897 4.61404
C -1.00331 2.66552 3.06464
C 0.66753 -1.07698 -0.90828
C 0.16839 -1.01078 3.21699
C 1.80835 1.85246 -2.38894
C 0.00521 -5.43606 5.91584
C -2.76030 2.08267 4.53132
C -0.43513 -1.94454 -0.76201
C 1.94963 1.43767 -1.05335
C -4.71899 4.21189 -2.69416
C 1.36193 -1.45270 3.84209
C -2.61332 2.90850 -1.14933
C -0.88714 -1.93922 3.11050
C -3.89290 2.27696 5.31460
C -2.74020 4.42125 3.86068
C 0.58282 -3.55050 -2.28552
C 1.72910 -2.71859 -2.35873
C -0.76589 -3.23915 3.56549
C 5.14207 3.09776 -4.69267
C -3.91381 3.07768 -4.67712
C -0.47997 -3.16099 -1.41934
C -1.22370 0.78777 -2.31624
C 1.61588 -5.19456 -3.80605
C -0.85661 1.22818 -1.02771
C 4.27423 2.18297 -1.13492
C 1.48242 -2.74630 4.32992
C -2.18446 3.14626 3.82241
C -1.58297 2.29085 -0.46423
C -4.47107 3.55294 5.34730
C 1.76995 -1.51791 -1.66222
C -2.22325 1.42217 -3.04126
C -2.90148 2.54498 -2.49532
C 4.14401 2.52035 -2.51325
C -0.75945 -5.32629 -3.38894
C 0.42499 -3.67742 4.18409
H 2.56317 -4.99020 -3.29907
H 1.65438 -4.76192 -4.82041
H -0.22029 -6.51916 3.39669
H -3.15137 3.71766 -0.65782
H -4.60109 2.24237 -4.88956
H -4.47949 4.48011 -1.66434
H 7.29187 2.92515 -3.24684
H -0.68589 -0.03584 -2.78412
H 0.85853 1.74416 -2.90007
H 4.74137 4.09180 -4.95407
H -1.60899 -3.92604 3.48434
H 3.32317 1.37107 0.61694
H 6.55208 3.12591 -1.63360
H -0.71136 -6.38757 -3.10436
H -0.91963 -5.28456 -4.48137
H -1.27634 -1.63582 -0.14250
H -1.30700 2.65728 0.52281
H -5.73132 3.76919 -2.71632
H -0.02807 -4.60756 6.63023
H 6.54394 4.47566 -2.80018
H 0.64269 -6.23512 6.31427
H -4.73404 5.11954 -3.31076
H -4.30748 1.43535 5.86957
H -1.60808 -4.85266 -2.89032
H 0.80293 0.82541 2.13518
H 5.23018 2.30671 -0.62657
H -5.37570 3.72515 5.93503
H -4.37756 5.60074 4.63100
H 2.39004 -3.07055 4.84863
H -4.34687 3.99309 -5.09865
H 2.17840 -0.73607 3.96334
H -2.47103 1.06776 -4.04264
H 6.16347 3.02904 -5.08729
H 1.28637 -5.73732 2.82272
H -2.26396 5.22007 3.29544
H -1.82133 -1.62659 2.64772
H -1.00763 -5.84867 5.78911
H 2.66013 -0.89806 -1.75183
H 2.56147 -2.99510 -3.00650
H 2.70303 2.72137 -4.13846
H -1.33783 -3.81601 -1.28243
H 1.32588 -6.87964 4.20052
H 1.49227 -6.28110 -3.90852
H -2.95530 2.87431 -5.16706
H 4.52000 2.33404 -5.17214

***

[2]
86
Properties=species:S:1:pos:R:3 method="wB97M-V/def2-TZVPD" gap_ev="8.54 / 6.38" s_squared=2.05 charge=+1 e_above_lowest_ev=0.118 spin_multiplicity=3
Au 0.16675 -0.83910 -1.01674
O -1.75099 -1.42652 5.57528
O 1.97408 -0.49055 3.27145
N 0.40087 -1.03517 5.01841
N 1.93658 -1.25716 0.46475
N -0.90943 -2.36683 1.10506
N -1.08068 0.93626 -0.81033
C -0.36222 2.18903 -0.45730
C -4.60288 -2.35836 -1.36669
C 0.64787 -4.53665 -3.05107
C 0.96757 3.14805 1.46901
C 1.77926 3.45233 -0.87910
C 1.02649 -2.46978 -1.86919
C 5.22493 0.19825 -0.42340
C 1.62389 -1.35991 4.35086
C -4.59090 1.41488 -1.95259
C -0.72387 -1.74494 2.26745
C -5.00348 0.08268 -1.86792
C -3.30122 1.74992 -1.59650
C 0.15420 -3.42006 -2.38776
C 3.15826 -1.00411 -0.23258
C 5.46079 -0.41753 -1.64300
C 2.88517 -3.77324 -2.64391
C -0.85418 -1.54582 4.77129
C -2.85365 -0.58675 -1.10189
C -0.23109 4.68038 -0.07305
C 3.38206 -1.64798 -1.45290
C 0.07732 1.99203 1.00596
C -1.06161 -2.29726 3.49257
C 2.01705 -4.71302 -3.17337
C 1.00479 4.76726 -0.96983
C 4.54930 -1.33512 -2.14321
C -2.37261 0.76021 -1.15804
C -1.11820 3.52217 -0.55077
C -1.68934 -3.53672 3.50692
C 0.18868 4.45936 1.37868
C 2.41122 -2.63580 -1.98440
C 0.89110 2.29057 -1.34341
C -4.13916 -0.93030 -1.44318
C -5.54046 2.48164 -2.42662
C 4.07078 -0.09854 0.28559
C -1.45362 -3.58310 1.13370
C 2.20627 3.21574 0.57237
C -1.87569 -4.19669 2.30527
H 0.44351 -0.51830 5.88442
H -0.81200 1.90081 1.63882
H 5.93716 0.90481 -0.01862
H -5.09787 3.06697 -3.23289
H 1.88734 -0.79042 1.36956
H 2.42656 -1.36423 5.08816
H -4.32703 -2.90602 -2.26989
H -1.38887 3.72552 -1.58851
H 2.86707 4.02161 0.90309
H -2.33653 -5.17399 2.27006
H -4.15443 -2.87104 -0.51499
H 1.63967 5.59997 -0.65620
H 4.73021 -1.80256 -3.10257
H 1.46824 1.35965 -1.29107
H 3.95370 -3.93042 -2.72377
H 2.66230 3.49068 -1.52037
H 1.55814 -2.35039 3.90580
H -0.91908 -3.28555 -2.30213
H -6.46952 2.05042 -2.79476
H 0.58770 2.42316 -2.38588
H 0.70737 4.96100 -2.00447
H -2.19327 -1.35304 -0.71047
H 2.41216 -5.58731 -3.67288
H 1.73878 -2.24700 0.57317
H -0.80987 5.60303 -0.15215
H 2.19780 0.37908 3.62145
H -5.78870 3.16735 -1.61520
H -3.00229 2.77303 -1.70583
H -6.02311 -0.16973 -2.13662
H 1.26747 2.97062 2.50741
H 2.77376 2.28332 0.64162
H -0.28826 -0.75432 2.22009
H 0.80824 5.29246 1.72057
H 3.88330 0.35228 1.25319
H -0.69124 4.42342 2.02786
H 0.63064 1.05279 1.08496
H -2.03242 3.48657 0.04687
H -1.56143 -4.08407 0.17721
H -2.00753 -3.96887 4.44683
H -5.68531 -2.41615 -1.26339
H -0.03564 -5.26559 -3.46735
H 6.35327 -0.18329 -2.20698

***

[3]
20
Properties=species:S:1:pos:R:3 method="wB97M-V/def2-TZVPD" gap_ev=7.45 charge=-1 e_above_lowest_ev=0.160
S -1.12311 3.51107 0.32091
S -2.01244 1.14861 0.09974
O 3.71081 -0.89130 0.53175
O -2.93650 -2.61180 -0.16010
O 2.61938 0.49946 -0.83890
O -3.06570 -0.37974 -0.12686
O 1.63902 -0.21960 1.01265
N -0.12108 -2.39929 0.09465
C 2.73850 -0.25750 0.25783
C -0.96620 -1.30895 0.11919
C -0.66285 0.01551 0.24631
C 0.66758 0.66240 0.44256
C -2.42300 -1.50467 -0.07601
C 1.32973 1.08669 -0.88952
H 0.71226 -2.32042 0.65954
H 0.78921 0.68540 -1.75238
H -0.64237 -3.25574 0.23850
H 0.55623 1.52144 1.11459
H -2.22957 3.84820 -0.31270
H 1.42010 2.17022 -0.98172

***

Number 1: F_max 2.7 eV/A. Number 2: F_max 0.4 eV/A. Number 3: F_max 2.0 eV/A.